13
Properties=species:S:1:pos:R:3:forces:R:3 method="wB97M-V/def2-TZVPD" charge=0 max_force_ev_per_a=4.39 relative_energy_kj_mol=21.04 homo_lumo_gap_ha=0.332 multiplicity=1 smiles="PC1=NSCC=C1" homo_energy_ha=-0.30706
S -2.0692 0.8757 0.0358 0.4 -1.0 -0.5
P 2.1101 1.6765 0.4856 1.3 -1.0 -1.4
N -0.5517 1.6096 0.2600 -1.4 0.5 -0.4
C 0.4942 0.9319 0.3590 -0.1 -4.3 1.0
C -1.5298 -0.7863 -0.6446 -1.2 -0.4 0.5
C -0.5623 -1.4117 0.3050 -0.2 2.9 -1.2
C 0.4725 -0.7087 0.6749 0.5 4.2 -0.3
H -2.3977 -1.4620 -0.9210 0.8 1.1 0.6
H 1.2350 -1.0026 1.3647 0.3 -0.4 0.2
H -0.9583 -0.6388 -1.5319 0.1 0.6 -1.0
H 1.8318 2.6679 -0.4928 0.2 -0.1 0.1
H 2.5936 0.6005 -0.5070 -0.2 1.6 1.2
H -0.6682 -2.3519 0.6123 -0.6 -3.8 1.2


15
Properties=species:S:1:pos:R:3:forces:R:3 method="wB97M-V/def2-TZVPD" charge=0 max_force_ev_per_a=6.95 homo_lumo_gap_ha=0.312 multiplicity=1 smiles=[O-][n+]1cccc(C(F)(F)F)c1Cl homo_energy_ha=-0.33557
Cl 2.5216 -0.1403 -1.5169 -1.4 0.4 0.8
F 0.2894 -2.3912 -1.8949 1.0 0.8 0.1
F 0.5021 -2.9305 0.2344 -0.3 0.9 -1.0
F -1.4107 -2.6185 -0.7393 -1.1 0.0 0.7
O 1.9539 2.3702 -0.3339 1.8 1.9 -0.5
N 1.0364 1.5775 -0.1325 0.5 -2.1 -0.4
C -1.0604 -0.2143 0.6485 1.1 0.4 -0.7
C -0.9183 1.1187 1.0955 -1.4 -0.4 -0.9
C 0.0120 1.9772 0.6759 -0.2 2.4 1.7
C -0.1935 -0.7521 -0.2136 4.8 4.9 -1.1
C -0.1776 -2.1206 -0.6767 0.1 -3.1 0.0
C 1.0997 0.3384 -0.6316 -3.3 -3.9 0.8
H -1.8729 1.3842 1.4751 -0.1 1.2 1.3
H -1.9419 -0.6766 0.9719 -0.9 -1.2 0.3
H 0.1603 3.0779 1.0381 -0.5 -2.3 -1.0


111
Properties=species:S:1:pos:R:3:forces:R:3 method="wB97M-V/def2-TZVPD" charge=0 max_force_ev_per_a=5.29 homo_lumo_gap_ha=0.378 multiplicity=1 homo_energy_ha=-0.37599
Cl 0.8062 3.5786 -10.1414 -0.1 0.0 0.0
Cl -0.3423 -1.9411 -2.5787 -0.1 0.0 -0.1
Cl 2.2042 -3.3380 -2.2737 0.0 -0.1 -0.2
Cl -1.3920 -9.7998 3.2354 0.0 0.0 0.1
Cl -1.2184 4.5529 -8.2781 0.3 -0.3 -0.9
Cl 4.6131 -2.3023 2.5516 0.1 -0.3 0.2
Cl -6.1676 1.4127 0.7005 0.0 -0.1 0.0
Cl -4.5314 -6.2158 2.9938 -0.3 0.0 -0.2
Cl -2.1806 -5.6515 1.3502 0.0 0.0 -0.1
Cl 1.3067 0.8348 -6.7419 0.0 0.0 0.0
Cl 3.2442 6.2467 -9.7923 0.0 0.0 0.0
Cl 3.9341 1.3031 5.5136 0.1 0.1 0.0
Cl -3.9048 7.8847 3.1658 0.0 0.1 0.1
Cl -1.4269 -3.7288 7.4117 0.1 0.0 0.0
Cl 1.6534 -2.3305 5.1356 -0.2 -0.7 0.4
Cl 6.5024 -0.1127 2.9352 0.0 0.0 0.0
Cl -1.9140 6.8922 -6.5010 -0.1 0.2 0.1
Cl 4.7271 6.8164 -12.2417 0.0 0.0 -0.1
Cl -5.8293 3.0713 3.0785 0.0 0.1 0.1
Cl -0.9896 2.3203 -5.7198 0.1 -0.3 0.2
Cl 5.2839 -0.5115 9.8657 0.0 0.0 0.1
Cl 2.0315 -1.1805 0.4985 0.1 -0.2 -0.1
Cl 3.1430 1.4298 -0.1462 0.2 0.1 -0.1
Cl 3.4196 2.2384 -12.3819 0.0 -0.1 -0.1
Cl -2.4310 -4.9421 4.9540 0.2 0.0 0.1
Cl 3.4055 -2.7155 9.4956 0.0 -0.2 0.6
Cl 4.2238 -2.0219 6.4756 -0.2 -0.1 0.1
Cl 3.1768 5.3031 0.8196 0.0 -0.1 -0.1
Cl 2.6856 0.7390 -9.9827 0.1 -0.2 0.0
Cl 2.1513 0.1097 3.5216 1.1 0.7 0.3
Cl -2.6718 5.4938 -4.0405 -0.2 0.5 -1.9
Cl -3.9685 -10.0983 1.8946 -0.1 0.1 0.0
Cl 1.3803 7.2960 1.9608 0.3 0.3 0.1
Cl -5.0267 -15.1222 1.2112 -0.1 0.0 0.0
Cl -3.2355 -13.9588 3.2018 0.0 0.1 0.0
Cl -1.6810 6.3526 2.0585 -0.4 -0.2 0.0
S -1.2968 1.7503 3.0299 1.8 3.5 3.6
O 0.1459 1.9048 -0.0354 -2.1 1.7 0.4
O -3.4527 4.6424 -1.8376 -0.6 -0.1 0.7
O -0.8383 4.1613 -0.3498 0.5 -2.8 1.2
O -2.9336 1.6398 3.1026 1.3 -0.3 -0.8
O -0.9757 3.0479 2.4451 -0.9 -1.6 -1.2
O -0.8208 1.7807 4.4238 -0.8 -1.6 -1.6
O 0.6858 3.2281 -1.7177 -0.3 0.0 0.6
N -1.0721 4.9151 -1.5219 -1.8 0.9 -1.1
C -2.4482 5.3646 -5.7911 0.0 0.3 0.2
C -2.3183 4.7907 -1.7464 1.8 -0.4 1.9
C -0.9639 0.9993 -0.3428 -0.6 -0.3 -0.1
C -2.1466 7.7542 3.0247 0.2 0.1 0.0
C 5.8192 -1.5897 3.6295 0.1 0.0 0.2
C 0.0142 3.0938 -0.7315 1.7 -0.4 -1.7
C 2.4905 -1.6896 6.5517 -0.1 0.1 0.0
C 1.5945 6.0800 0.7022 -0.2 -0.1 -0.2
C -1.1578 -0.0723 0.8242 0.6 -0.1 -0.7
C -6.3393 1.4969 2.4576 0.0 -0.2 0.1
C -0.9996 -4.6064 5.9369 0.1 0.0 -0.1
C 0.7756 2.2197 -5.7785 0.2 0.2 0.2
C -0.6302 3.1619 -9.2008 -0.1 -0.2 -0.1
C -3.1240 -9.4631 3.3152 0.1 0.1 0.3
C -0.5189 0.3302 2.2090 -0.9 -1.2 -1.4
C 4.6226 -1.9968 10.5580 0.1 0.0 0.2
C 2.9147 0.6730 -11.7339 -0.1 -0.2 0.0
C -3.8154 -6.3211 1.3775 0.0 0.0 -0.2
C 3.5720 5.7364 -11.4506 -0.1 -0.1 -0.1
C 1.0507 -2.6395 -3.4153 0.1 0.0 -0.2
C 2.5254 1.5573 4.4739 -0.2 0.4 -0.1
C -4.6452 -13.6874 2.1711 -0.1 0.1 0.0
C 3.5105 -0.2619 0.1672 0.3 0.2 0.0
H -5.7220 0.7247 2.9093 0.1 0.1 -0.1
H -0.5947 -0.9881 0.4783 -0.6 0.9 0.6
H 3.9845 4.7320 -11.4332 0.1 0.2 0.1
H 1.9762 0.3861 -12.2007 0.0 0.1 0.1
H 6.6195 -2.3085 3.7871 0.0 0.1 -0.2
H -5.4990 -13.4466 2.7988 0.1 -0.1 0.0
H 1.1659 3.1315 -6.2249 -0.1 -0.1 -0.1
H -4.4361 -5.7630 0.6819 0.1 0.0 0.2
H -0.3065 -4.0032 5.3557 -0.2 0.0 0.1
H 1.6662 1.7988 5.0950 0.0 -0.1 -0.1
H -3.2731 -8.3874 3.3590 0.1 -0.2 -0.1
H -1.4130 2.8325 -9.8790 0.1 0.1 0.0
H -4.4352 -12.8603 1.4998 0.1 -0.2 0.0
H -0.6665 0.5028 -1.3126 -0.4 0.3 1.1
H -3.2360 2.5778 3.0634 0.1 -0.5 -0.1
H 0.6108 0.5174 2.0702 -2.4 0.4 0.3
H -3.5336 -9.9307 4.2066 0.0 -0.1 -0.2
H 1.5075 6.5592 -0.2693 0.1 0.0 0.1
H 2.0799 -2.1541 7.4417 0.0 0.0 -0.2
H 0.7019 -3.4207 -4.0851 0.0 0.0 0.2
H -0.6440 -0.5485 2.9068 0.1 1.1 -0.5
H 1.5474 -1.8584 -3.9852 -0.1 0.0 0.2
H 3.6806 -0.0636 -11.9608 0.0 0.2 0.1
H -3.3934 5.0772 -6.2450 0.0 0.1 0.2
H 2.3405 -0.6136 6.5942 0.1 -0.1 -0.1
H -3.7730 -7.3658 1.0792 0.0 0.1 0.1
H -0.5297 -5.5477 6.2098 -0.2 0.1 0.0
H 1.1551 2.1117 -4.7654 -0.1 -0.1 -0.1
H -0.3787 2.3604 -8.5105 0.0 0.1 0.0
H 2.7341 2.3802 3.7948 0.1 -0.1 0.0
H -7.3821 1.3374 2.7182 0.1 0.1 -0.1
H 4.1617 -1.7649 11.5143 0.0 0.0 -0.2
H 4.1663 -0.3271 1.0296 -0.2 0.0 0.0
H -1.7017 4.6096 -5.9849 0.0 0.2 0.3
H -1.9121 1.5833 -0.5435 1.0 -0.5 0.5
H -1.7638 8.6531 2.5483 -0.1 -0.1 0.0
H 2.6410 5.7445 -12.0119 0.1 0.1 0.1
H -2.2313 -0.4024 0.9052 1.0 0.7 0.0
H 5.3458 -1.3507 4.5819 0.1 0.1 -0.5
H -1.7201 7.6528 4.0191 -0.1 -0.1 -0.1
H 0.8229 5.3239 0.8115 0.1 0.1 0.1
H 4.0022 -0.6876 -0.7042 -0.2 0.0 0.0
H 5.4303 -2.7097 10.6997 -0.1 0.1 -0.1


9
Properties=species:S:1:pos:R:3:forces:R:3 method="wB97M-V/def2-TZVPD" charge=0 max_force_ev_per_a=3.16 relative_energy_kj_mol=132.78 homo_lumo_gap_ha=0.336 multiplicity=1 smiles="C=COC=S" homo_energy_ha=-0.34364
S -3.2549 0.0475 0.0370 0.5 0.2 0.0
O -0.6565 -0.4293 -0.3117 -2.7 1.6 0.5
C 1.6100 -0.7310 0.1921 -0.2 0.2 -0.2
C 0.6064 0.0493 -0.1713 0.7 0.5 0.3
C -1.7302 0.5178 -0.0656 1.5 -2.2 -0.6
H 0.7339 1.1135 -0.3599 0.0 -0.1 0.0
H -1.3777 1.5401 0.0090 0.2 0.1 0.0
H 1.4642 -1.7733 0.3925 -0.1 -0.4 0.1
H 2.6049 -0.3345 0.2778 0.1 0.2 0.0


13
Properties=species:S:1:pos:R:3:forces:R:3 method="wB97M-V/def2-TZVPD" charge=0 max_force_ev_per_a=4.53 relative_energy_kj_mol=251.85 homo_lumo_gap_ha=0.323 multiplicity=1 homo_energy_ha=-0.32755
Si 0.4506 -0.4568 -0.3447 0.9 2.7 -2.0
C 1.1479 -3.3026 0.1299 0.2 0.2 -1.0
C 0.9584 -2.1990 -0.3238 0.1 0.5 1.5
C 0.3746 0.8511 1.1264 3.3 -2.7 1.1
C -2.1277 -0.6202 -1.9596 -0.6 -0.4 -0.2
C -1.1618 -0.5892 -1.2596 1.7 0.7 1.0
C -0.5770 1.7458 1.2292 -1.0 -1.7 -4.1
H -1.2433 1.7299 0.3223 0.1 0.1 1.2
H 1.3958 -4.3205 0.2419 0.0 -0.5 0.4
H -0.7405 2.5364 1.8475 0.1 1.9 2.1
H 1.3041 0.7242 1.8597 -2.2 0.5 -1.4
H -2.9872 -0.7990 -2.5359 -0.5 0.1 -0.4
H 1.9547 0.6273 -1.6916 -2.0 -1.5 1.8


62
Properties=species:S:1:pos:R:3:forces:R:3 method="wB97M-V/def2-TZVPD" charge=0 max_force_ev_per_a=2.06 relative_energy_kj_mol=47.21 homo_lumo_gap_ha=0.304 multiplicity=1 homo_energy_ha=-0.32759
Na 12.2022 25.5129 -16.9296 -0.5 0.2 -0.1
O 7.8487 30.5463 -17.9638 0.1 -0.2 -0.2
O 11.1374 23.6511 -18.3137 -0.2 -0.4 0.1
O 14.4171 24.5540 -17.9320 0.6 -0.3 0.2
O 8.3289 28.2405 -17.4111 -0.2 -0.2 -0.1
O 9.4901 29.2340 -19.1746 -0.1 -0.3 -0.2
O 11.5426 24.7713 -14.6128 0.1 0.4 -0.5
O 11.2770 27.9134 -19.1394 0.4 -0.4 0.6
O 5.2665 30.0674 -20.2086 0.1 -0.4 0.2
O 6.2760 32.1111 -18.3609 -0.1 0.1 0.1
O 9.9544 26.7737 -16.8558 0.2 -0.6 0.9
O 12.7662 27.4897 -15.5829 0.2 0.2 -0.1
O 7.0576 28.9245 -19.4640 1.0 -1.0 0.3
C 15.9653 23.0693 -19.1099 -0.9 0.4 -0.4
C 14.7021 27.9817 -16.9073 0.4 0.1 -1.3
C 10.6847 24.1314 -20.6203 0.2 -0.4 0.6
C 15.4615 24.5191 -18.9505 -0.5 -1.0 -0.5
C 13.4831 28.5668 -16.2390 0.6 -0.1 0.5
C 16.5966 25.4554 -18.6881 0.5 0.6 0.4
C 10.2326 28.2728 -18.6617 0.4 1.1 -1.7
C 10.6233 23.9889 -13.8561 -0.5 -1.2 -0.2
C 13.8228 29.6589 -15.2161 0.1 -1.0 -0.5
C 10.1439 23.4323 -19.3620 0.7 1.1 -0.7
C 9.5041 27.6885 -17.4884 -0.4 -0.4 -0.3
C 11.3806 22.7992 -13.2287 0.6 0.9 1.0
C 6.2237 29.9338 -19.5019 -0.7 1.4 -0.4
C 9.5073 23.4997 -14.7710 0.9 0.5 -0.7
C 6.7486 31.0329 -18.5366 0.2 -0.3 0.0
C 8.8345 24.0730 -18.9600 -0.2 0.0 0.4
B 8.1697 29.2248 -18.5438 -0.5 1.0 0.8
H 11.5492 22.7916 -18.1913 0.2 0.1 0.2
H 12.1655 25.2104 -14.0259 -0.1 0.0 0.1
H 17.1968 25.1696 -17.8186 -0.2 -0.2 0.1
H 10.8306 25.1762 -20.3422 -0.2 0.1 -0.3
H 16.5439 22.9924 -20.0295 0.4 0.0 0.2
H 9.9482 22.9546 -15.6127 -0.1 -0.3 0.2
H 15.0982 22.4241 -19.2845 0.0 -0.1 0.2
H 15.1824 28.7151 -17.5683 -0.1 0.2 0.3
H 14.4112 27.2163 -17.6303 -0.2 -0.2 0.3
H 14.9335 24.7670 -19.8772 0.2 0.2 0.0
H 8.8524 22.8649 -14.1836 -0.3 0.0 -0.2
H 12.8397 28.9891 -17.0143 -0.1 -0.1 0.1
H 16.5156 22.7144 -18.2392 0.2 0.1 0.0
H 10.0734 22.3559 -19.5277 -0.3 0.0 0.1
H 14.5278 23.6943 -17.5082 -0.3 0.2 0.3
H 10.8769 21.8388 -13.1590 -0.3 0.1 -0.3
H 14.3172 29.2268 -14.3403 -0.2 -0.1 0.1
H 8.5720 23.8053 -17.9345 -0.2 -0.2 -0.1
H 17.2892 25.4579 -19.5316 -0.1 0.0 -0.1
H 11.6743 23.7627 -20.8990 -0.1 -0.2 0.0
H 16.2648 26.4753 -18.5104 -0.1 0.0 -0.2
H 10.0001 23.9989 -21.4570 0.0 0.3 0.0
H 10.1271 24.5982 -13.0970 0.4 0.1 0.2
H 12.7079 27.7557 -14.6614 -0.3 -0.2 0.0
H 12.8808 30.1240 -14.9334 0.3 0.6 0.1
H 11.6521 23.0772 -12.2019 -0.1 -0.2 0.0
H 8.0321 23.8072 -19.6480 0.0 -0.2 0.1
H 8.8773 25.1639 -18.9733 0.3 0.0 -0.1
H 12.3478 22.6932 -13.7204 -0.2 -0.3 -0.3
H 15.4952 27.5699 -16.2829 -0.3 0.0 0.4
H 14.5858 30.2973 -15.6584 -0.5 0.6 0.0
H 9.0124 24.3467 -15.2501 -0.3 0.0 0.4